ORCA calculation (wB97M-V/def2-TZVPD) on a molecular structure, C42H42BBrCaN14O6PS.

The total charge is -2. The calculation puts the energy above the lowest of the compared OMol25 structures with the same formula, charge and spin at 0.00 kcal per mole. The LUMO energy is 4.14 eV. The multiplicity is 2. The calculation puts the largest force on an atom at 0.99 eV Å⁻¹.

```
109
Properties=species:S:1:pos:R:3:lowdin_spin:R:1
Ca 0.528 -0.327 -0.649 0.008
C 3.543 3.289 -0.304 0.000
C 2.883 2.323 -1.078 0.002
N 2.567 1.268 -0.355 0.004
N 3.018 1.508 0.896 0.000
C 3.595 2.726 0.951 0.001
B 2.746 0.558 2.105 0.000
N 2.950 -0.927 1.712 0.000
C 3.580 -1.875 2.439 0.000
C 3.459 -3.077 1.779 0.000
C 2.704 -2.765 0.636 0.000
N 2.407 -1.482 0.609 0.000
N 1.306 0.767 2.631 0.000
C 0.784 1.398 3.703 0.000
C -0.590 1.379 3.585 0.000
C -0.821 0.708 2.375 0.000
N 0.314 0.341 1.816 -0.001
N 3.842 0.885 3.149 0.000
C 5.161 0.807 2.873 0.000
C 5.861 1.124 4.015 0.000
C 4.852 1.386 4.958 0.000
N 3.646 1.241 4.434 0.000
H 3.916 4.252 -0.608 0.000
H 2.631 2.324 -2.127 0.000
H 4.012 3.096 1.873 0.000
H 4.074 -1.624 3.363 0.000
H 3.847 -4.034 2.083 0.000
H 2.338 -3.390 -0.165 0.000
H 1.429 1.801 4.461 0.000
H -1.310 1.797 4.267 0.000
H -1.750 0.472 1.879 0.000
H 5.492 0.533 1.885 0.000
H 6.928 1.155 4.145 0.000
H 4.950 1.676 5.993 0.000
O -1.597 -2.447 -2.841 0.000
S -0.924 -2.632 -1.560 0.000
O -1.136 -3.961 -0.991 0.000
O -1.361 -1.561 -0.563 0.000
O 0.563 -2.352 -1.724 0.000
Br 4.964 -0.592 -1.993 0.000
C 3.477 -1.213 -3.049 0.000
C 3.676 -2.369 -3.787 0.000
C 2.636 -2.770 -4.610 0.000
C 1.467 -2.030 -4.631 0.000
C 1.364 -0.942 -3.779 0.001
N 2.390 -0.493 -3.044 0.000
C 0.105 -0.071 -3.802 0.003
O -0.464 0.101 -4.876 0.003
O -0.177 0.500 -2.695 0.040
H 4.607 -2.912 -3.717 0.000
H 2.738 -3.655 -5.226 0.000
H 0.611 -2.296 -5.232 0.000
C -0.068 -4.060 2.083 0.000
N -0.825 -5.163 2.710 0.000
C -0.537 -5.160 4.139 0.000
N -0.872 -3.890 4.794 0.000
C -0.111 -2.824 4.107 0.000
N -0.399 -2.766 2.685 0.000
C -1.831 -2.535 2.501 0.000
N -2.641 -3.598 3.131 0.000
C -2.248 -4.872 2.519 0.000
C -2.298 -3.643 4.548 0.000
H -0.299 -4.032 1.016 0.000
H 0.998 -4.249 2.226 0.000
H 0.530 -5.355 4.284 0.000
H -1.109 -5.961 4.622 0.000
H 0.957 -3.009 4.249 0.000
H -0.367 -1.863 4.562 0.000
H -2.045 -2.482 1.432 0.000
H -2.097 -1.586 2.972 0.000
H -2.448 -4.825 1.448 0.000
H -2.840 -5.677 2.971 0.000
H -2.875 -4.440 5.030 0.000
H -2.570 -2.687 5.007 0.000
N -0.347 2.211 -0.761 0.786
P -1.533 2.236 -1.867 0.085
C -2.845 0.995 -1.826 -0.003
C -3.120 0.140 -2.882 -0.001
C -4.122 -0.813 -2.756 0.000
C -4.838 -0.922 -1.579 -0.001
C -4.551 -0.080 -0.509 0.000
C -3.560 0.872 -0.634 -0.001
C -2.437 3.730 -1.221 0.040
C -3.800 3.933 -1.426 0.007
C -4.422 5.098 -1.003 0.003
C -3.687 6.086 -0.361 0.002
C -2.330 5.895 -0.150 0.001
C -1.711 4.729 -0.578 0.012
C -1.296 2.853 -3.557 0.004
C -0.040 3.346 -3.890 0.000
C 0.196 3.858 -5.154 0.000
C -0.824 3.885 -6.096 0.000
C -2.083 3.412 -5.759 0.000
C -2.321 2.902 -4.492 0.000
H -2.516 0.171 -3.781 0.000
H -4.297 -1.504 -3.569 0.000
H -5.601 -1.685 -1.477 0.000
H -5.087 -0.182 0.427 0.000
H -3.326 1.520 0.204 0.000
H -4.390 3.169 -1.918 0.000
H -5.485 5.230 -1.169 0.000
H -4.171 6.997 -0.028 0.000
H -1.746 6.654 0.355 0.000
H -0.654 4.573 -0.403 0.004
H 0.751 3.310 -3.150 0.000
H 1.184 4.221 -5.411 0.000
H -0.635 4.267 -7.092 0.000
H -2.883 3.425 -6.489 0.000
H -3.306 2.530 -4.239 0.000
```